(1)
Density functional theory data (ωB97M-V with the def2-TZVPD basis set) for a 8-piece molecular cluster, C16H24F4N4O20 overall.

Results
HOMO	-10.67	eV
SMILES	O=C1OC[C@@H](F)O1.O=C1OC[C@@H](F)O1.O=C1OC[C@@H](F)O1.O=C1OC[C@@H](F)O1.C[N+](=O)[O-].C[N+](=O)[O-].C[N+](=O)[O-].C[N+](=O)[O-]
LUMO energy	-0.1	eV
energy relative to the best compared isomer or geometry (same formula, charge and spin)	3.238	eV

The geometry in XYZ format:
```
68
C16H24F4N4O20, DFT ωB97M-V with the def2-TZVPD basis set
O 0.233 3.940 -2.898
C 1.206 4.414 -3.391
O 1.786 5.582 -2.897
C 2.796 5.988 -3.813
C 3.134 4.703 -4.620
F 4.203 4.200 -3.965
O 1.982 3.921 -4.379
H 2.336 6.733 -4.463
H 3.706 6.380 -3.358
H 3.351 4.842 -5.679
O 2.098 -1.675 -0.516
C 0.898 -1.832 -0.354
O 0.071 -2.627 -1.093
C -1.243 -2.390 -0.723
C -1.040 -1.847 0.691
F -1.089 -2.834 1.642
O 0.238 -1.162 0.557
H -1.609 -1.625 -1.407
H -1.936 -3.231 -0.752
H -1.804 -1.101 0.909
O -2.664 -2.776 -7.095
C -1.715 -2.027 -7.305
O -0.509 -2.389 -7.430
C 0.294 -1.246 -7.198
C -0.498 -0.308 -8.058
F -0.240 -0.504 -9.396
O -1.766 -0.735 -7.724
H 0.216 -0.796 -6.208
H 1.314 -1.346 -7.568
H -0.241 0.737 -7.881
O -1.664 5.508 3.806
C -2.676 5.360 3.132
O -2.913 6.076 1.965
C -4.263 5.801 1.478
C -4.643 4.622 2.311
F -4.468 3.470 1.616
O -3.724 4.602 3.367
H -4.905 6.649 1.714
H -4.225 5.651 0.399
H -5.687 4.654 2.620
C -3.170 -1.845 7.648
N -2.077 -1.145 8.322
O -1.395 -0.468 7.573
O -1.784 -1.426 9.494
H -2.786 -2.664 7.040
H -3.664 -1.100 7.024
H -3.987 -2.052 8.339
C -1.673 -9.156 -3.425
N -1.522 -9.005 -1.950
O -2.191 -8.153 -1.437
O -0.613 -9.604 -1.342
H -0.819 -9.714 -3.808
H -1.902 -8.266 -4.010
H -2.597 -9.735 -3.432
C 3.576 4.119 2.147
N 4.030 5.523 2.410
O 4.147 6.001 3.560
O 4.417 6.148 1.446
H 3.598 3.570 3.089
H 4.231 3.531 1.504
H 2.559 4.244 1.774
C 3.806 -4.428 5.523
N 4.691 -4.176 6.680
O 4.406 -3.199 7.394
O 5.618 -4.956 6.797
H 3.017 -5.102 5.857
H 4.383 -4.787 4.670
H 3.361 -3.537 5.080
```

---

(2)
Density functional theory data (ωB97M-V with the def2-TZVPD basis set) for a 8-piece molecular cluster, C16H24F4N4O20 overall.

Results
multiplicity	2
HOMO (alpha / beta)	-12.71 / -12.71	eV
LUMO energy (alpha / beta)	-7.1 / -10.5	eV
net charge	+1
expectation value of S²	0.763

The geometry in XYZ format:
```
68
C16H24F4N4O20, DFT ωB97M-V with the def2-TZVPD basis set
C -3.311 2.459 1.399
N -2.922 1.601 0.249
O -1.899 1.896 -0.416
O -3.753 0.678 0.040
H -3.476 3.394 0.863
H -2.371 2.486 1.951
H -4.057 2.093 2.104
C 0.321 3.641 -1.483
N -0.418 4.632 -0.721
O -0.758 5.670 -1.304
O -0.641 4.370 0.464
H 1.070 4.221 -2.021
H -0.411 3.266 -2.198
H 0.672 2.788 -0.901
C 3.550 0.867 2.832
N 4.232 0.623 1.513
O 5.033 -0.254 1.384
O 3.858 1.367 0.623
H 2.524 1.110 2.556
H 4.109 1.684 3.286
H 3.641 0.041 3.537
C 0.550 -0.803 -0.467
N 0.788 -0.196 0.856
O 0.516 0.976 1.036
O 1.252 -0.922 1.725
H 1.285 -1.606 -0.511
H 0.806 -0.015 -1.174
H -0.521 -0.997 -0.538
C -2.110 -4.961 2.786
C -2.308 -4.126 4.121
O -2.792 -2.900 3.601
C -2.401 -2.794 2.253
O -2.353 -1.737 1.596
O -1.854 -4.014 1.835
F -1.206 -4.001 4.811
H -3.104 -5.385 2.644
H -1.422 -5.805 2.840
H -3.047 -4.600 4.767
C 2.638 -3.234 3.905
C 1.860 -4.133 4.864
O 2.765 -4.177 5.974
C 3.594 -3.070 5.900
O 4.381 -2.727 6.749
O 3.248 -2.384 4.865
F 1.590 -5.340 4.446
H 2.129 -2.573 3.205
H 3.443 -3.808 3.446
H 0.937 -3.650 5.184
C 2.013 2.850 -5.927
C 0.517 2.881 -5.692
O 0.417 2.455 -4.336
C 1.470 1.781 -4.008
O 1.523 1.107 -2.971
O 2.507 1.944 -4.971
F 0.100 1.860 -6.605
H 2.486 3.812 -5.726
H 2.287 2.516 -6.928
H -0.065 3.774 -5.921
C -2.766 1.187 -3.398
C -1.932 -0.021 -3.865
O -2.778 -0.534 -4.887
C -3.490 0.483 -5.468
O -4.056 0.509 -6.581
O -3.552 1.448 -4.530
F -1.807 -0.902 -2.852
H -2.264 2.098 -3.070
H -3.335 0.863 -2.527
H -0.932 0.239 -4.213
```

---

In order of appearance, M = 668.37, 668.37 g/mol.
In order of appearance, F_max = 5.53, 5.71 eV Å⁻¹.
In order of appearance, energy = -2746.93320, -2746.56519 a.u..